[1]
Computed, not measured: a 2-piece molecular cluster, C5H11NOSi overall, with the ωB97M-V functional and the def2-TZVPD basis.

CARTESIAN COORDINATES (ANGSTROEM)
N -1.367120 -0.972676 -0.146750
H -2.391080 1.984498 -0.714858
C 1.446038 -1.504885 0.296243
C 5.443879 0.287502 0.389995
H 0.254988 2.166858 -0.604245
H 1.767587 -2.464081 -0.082326
H -2.789481 -0.141669 1.169396
H -1.738420 -1.831017 -0.512100
H 1.017331 -1.718698 1.257673
Si 0.166253 -0.505398 -0.765562
C -2.314187 -0.010564 0.183674
H -1.882295 1.900317 1.084321
H 2.311711 -0.936710 0.487417
H -3.310323 -0.153612 -0.437470
O 4.543043 0.331792 -0.304542
H 0.367743 -0.570238 -2.262839
C -0.111643 1.347224 -0.025198
H 0.313559 1.344708 0.921128
C -1.727580 1.446650 0.066047

Forces on the atoms, in the same order (eV/Å):
1.1 -1.7 -1.0
1.9 -0.5 1.1
-1.1 0.1 -1.1
-1.3 0.1 -1.0
0.5 0.4 -0.4
0.0 -0.3 -0.5
0.7 -0.1 0.3
-0.3 -0.3 0.2
-0.6 0.1 0.5
0.5 1.4 1.7
-3.8 1.4 -0.4
-0.3 0.0 -1.2
1.2 0.8 0.1
1.9 0.6 0.4
1.3 -0.1 1.0
0.0 -0.1 0.5
-2.4 -1.7 -3.1
0.6 0.2 1.9
-0.2 -0.4 1.1

## Properties
Lowest unoccupied orbital energy: 1.017 eV

[2]
Computed, not measured: a 2-piece molecular cluster, C5H11NP overall, with the ωB97M-V functional and the def2-TZVPD basis.

CARTESIAN COORDINATES (ANGSTROEM)
H 2.673433 -0.486877 2.612477
C -1.246162 -0.240876 0.182070
H -0.057177 1.371165 0.301732
H 1.642811 0.160648 -2.436724
H 2.893770 0.621651 -1.549385
H 2.476845 -1.002832 -1.860819
H -2.184428 1.597385 -0.128259
C -3.646556 0.253905 0.406914
H -4.426167 1.018318 0.454648
P 2.450542 0.231385 1.368940
H -1.472361 -1.220774 -0.001438
H 1.589934 1.242988 1.801840
C -0.076793 0.322005 0.336905
C -2.371877 0.587991 0.088401
H 1.044219 -1.467501 0.338590
N 2.166085 -0.069289 -1.668687
H -3.933121 -0.763561 0.885345
C 1.018767 -0.503092 0.636173

Forces on the atoms, in the same order (eV/Å):
-0.5 0.2 -0.8
-2.4 0.6 -1.0
0.5 1.3 0.5
-1.7 1.0 -2.3
0.4 -0.4 -0.1
0.9 -0.2 0.1
0.2 1.4 -0.4
0.2 -1.4 1.3
0.2 -0.3 -0.3
0.4 0.2 0.8
0.2 -2.9 0.2
0.6 0.5 0.7
2.7 -1.3 0.2
-2.7 -0.1 0.6
-0.5 -3.3 -0.5
0.6 -0.6 2.1
0.6 1.7 -1.2
0.4 3.5 0.1

## Properties
Total charge: +1
Lowest unoccupied orbital energy: -5.908 eV

[3]
Computed, not measured: a 2-piece molecular cluster, C5H11NS overall, with the ωB97M-V functional and the def2-TZVPD basis.

CARTESIAN COORDINATES (ANGSTROEM)
H 0.153703 -1.431864 1.801482
H -1.128727 0.975853 -2.330761
H -1.846849 -1.418065 0.222794
C -0.031394 1.580439 -0.459017
C -0.356900 0.740764 -1.650878
C -0.483673 0.089715 -0.359923
H -0.645671 2.402109 -0.156758
H -0.056135 0.360628 2.163517
C -1.369232 -0.534523 0.599393
H 0.562190 0.455177 -2.153627
H 2.747759 0.318499 -0.909581
H 1.206991 -2.104499 -0.338218
N 1.553806 -1.162468 -0.174181
C -0.590444 -0.613013 1.992650
H -1.192241 -0.867016 2.875459
S 2.603604 -0.974553 -1.444773
H 0.975675 1.889868 -0.458952
H -2.102460 0.292946 0.781374

Forces on the atoms, in the same order (eV/Å):
-0.4 1.0 0.7
-1.1 0.0 -0.5
-0.2 -0.5 0.2
-0.5 -1.6 0.1
0.3 -0.6 0.0
3.0 1.6 -0.6
-0.9 0.0 0.3
-0.5 -1.0 -0.2
-0.1 2.2 2.0
0.1 -0.2 -0.4
0.9 -1.0 -1.3
-0.5 -0.3 0.3
-1.6 -0.4 0.4
0.6 -0.9 -1.3
-0.1 0.1 -0.5
-0.1 2.7 0.7
1.3 -0.1 0.5
-0.3 -0.8 -0.3

## Properties
Lowest unoccupied orbital energy (alpha / beta): 0.163 / 0.497 eV

[4]
Computed, not measured: one molecule with the formula C5H11NS2, with the ωB97M-V functional and the def2-TZVPD basis.

CARTESIAN COORDINATES (ANGSTROEM)
C -0.482850 -0.752243 -0.063425
H -1.683957 0.121575 1.297295
C -1.423664 -0.897087 1.153185
H -0.786024 -1.281500 2.030437
S 3.064555 1.165041 -0.072633
C 0.160927 1.670178 0.212525
H 0.739215 2.074955 0.996584
C 1.969515 -0.154482 -0.045640
N 0.538461 0.319650 0.147489
C -1.373141 -0.489941 -1.258292
H -2.110387 -1.607768 0.717205
H 0.396383 2.161932 -0.664273
H 4.155099 0.396010 0.415377
H -0.851199 -0.274015 -2.283409
S 2.561316 -1.640009 0.075596
H -0.946069 1.879947 0.163488
H -2.063865 0.248662 -1.135414
H 0.020390 -1.627791 -0.129008
H -1.884698 -1.313119 -1.557080

Forces on the atoms, in the same order (eV/Å):
-1.0 3.1 0.7
-1.4 0.5 0.8
3.2 -0.7 -0.1
-1.4 0.4 -1.2
1.9 0.5 0.5
-1.4 0.2 -0.2
-0.1 1.3 1.2
-4.1 2.4 1.5
2.9 -5.1 -1.2
4.1 0.5 -2.7
-1.0 0.0 1.0
1.1 1.3 -2.1
-1.3 1.0 -0.8
-0.2 0.0 2.0
-0.3 -1.7 -0.2
1.0 -0.8 1.1
-1.8 2.3 0.7
1.7 -2.6 -0.7
-1.8 -2.9 -0.3

## Properties
SMILES: CC(C)N(C)C(=S)S
Lowest unoccupied orbital energy: 0.341 eV

[5]
Computed, not measured: a 2-piece molecular cluster, C5H11O overall, with the ωB97M-V functional and the def2-TZVPD basis.

CARTESIAN COORDINATES (ANGSTROEM)
H 0.044543 3.731353 0.811350
H 2.095116 -0.719119 -0.863762
O -0.995014 -1.630338 -0.180432
H -1.832552 -2.270480 -1.993229
H -0.936508 2.705289 -0.074830
H -1.098967 2.654753 1.648162
C -0.383528 2.755757 0.804635
H 2.268731 -0.412612 0.925431
C 0.551742 0.619771 -0.028870
C -1.356391 -2.657608 -1.058482
H -0.305560 0.476053 -0.677127
C 1.524733 -0.513361 0.080862
H 0.822428 -1.441718 0.208786
H -0.486372 -3.248224 -1.415805
H 1.503788 1.690757 1.578721
H -2.085998 -3.410089 -0.593296
C 0.669807 1.669814 0.827887

Forces on the atoms, in the same order (eV/Å):
0.4 1.0 0.3
-0.4 0.3 0.6
-0.7 -1.4 -1.0
-0.1 -0.2 0.1
-1.1 -0.3 -1.6
0.4 0.2 -0.3
0.6 -0.7 2.0
-0.8 0.1 -0.8
1.6 1.0 2.0
-0.1 1.0 1.3
0.1 0.0 0.0
-0.1 -1.8 -0.1
1.0 1.3 -0.1
0.1 -0.2 0.0
-0.9 0.1 -0.8
0.5 0.5 -0.5
-0.4 -0.8 -1.0

## Properties
Total charge: -1
Lowest unoccupied orbital energy: 4.136 eV

[6]
Computed, not measured: a 2-piece molecular cluster, C5H11O overall, with the ωB97M-V functional and the def2-TZVPD basis.

CARTESIAN COORDINATES (ANGSTROEM)
C 0.713091 1.732932 -1.908870
C -0.307845 -0.108747 1.003321
C -0.184602 -1.396740 0.686386
H 1.287427 -1.066714 -0.853250
H -1.479814 1.489856 1.704607
H 0.328301 2.545473 -1.223775
H 1.079515 2.295185 -2.796332
H 0.341838 0.559395 0.425816
H -0.239308 1.260847 -2.277383
O 1.577178 0.901120 -1.289637
H -0.794314 -2.121917 1.235385
C 0.713506 -1.904522 -0.409083
C -1.311534 0.447905 1.986401
H -0.920759 0.440169 3.008185
H 1.368285 -2.696013 -0.026180
H 0.108533 -2.322590 -1.222096
H -2.279491 -0.055645 1.956504

Forces on the atoms, in the same order (eV/Å):
-0.4 0.1 0.7
0.0 -0.5 -0.4
-0.2 0.2 0.2
-0.1 -0.2 0.3
-0.1 0.0 0.2
0.0 0.1 -0.1
0.3 0.0 -0.2
-0.1 0.2 0.1
0.0 -0.2 0.0
0.1 0.1 -0.3
0.0 -0.1 -0.2
0.1 0.2 0.0
0.5 0.3 -0.3
-0.1 0.0 0.0
0.0 0.0 -0.2
0.0 -0.2 0.1
0.1 -0.2 0.1

## Properties
Total charge: -1
Lowest unoccupied orbital energy: 4.045 eV

[7]
Computed, not measured: a 2-piece molecular cluster, C5H11O2 overall, with the ωB97M-V functional and the def2-TZVPD basis.

CARTESIAN COORDINATES (ANGSTROEM)
H -0.649205 -0.223830 2.041775
C -2.167529 0.486264 0.627681
H -3.206004 0.679894 0.839414
O -0.577006 1.206857 -0.939410
H 3.015746 -0.141211 -1.946859
H -0.753148 1.507650 1.948465
C 2.089202 -0.370877 -1.417106
O -2.297982 2.596641 -0.466808
C -1.641794 1.539992 -0.365275
H 1.195165 -0.308759 -2.046556
H -1.965895 0.587775 2.835822
H 1.821408 0.391772 -0.681677
H 3.011911 -1.941993 -0.178000
H -1.964539 -0.475109 0.180293
C 2.113101 -1.757859 -0.769938
H 1.279860 -1.843964 -0.064403
C -1.352489 0.601335 1.943690
H 2.049199 -2.534576 -1.541108

Forces on the atoms, in the same order (eV/Å):
0.1 -0.1 0.0
0.8 0.6 0.6
-0.5 -0.2 -0.1
0.2 0.2 -0.1
-0.2 0.1 -0.1
0.0 0.2 0.1
-0.8 -0.2 0.4
0.0 0.1 -0.1
-0.1 -0.2 -0.1
0.4 0.0 -0.3
-0.3 0.1 0.2
0.5 0.1 0.0
0.2 0.0 -0.1
-0.4 -0.4 -0.1
0.1 0.2 0.1
-0.1 -0.2 -0.3
0.2 -0.3 -0.4
-0.1 0.0 0.3

## Properties
Total charge: -1
Lowest unoccupied orbital energy: 3.897 eV

[8]
Computed, not measured: a 2-piece molecular cluster, C5H11O2 overall, with the ωB97M-V functional and the def2-TZVPD basis.

CARTESIAN COORDINATES (ANGSTROEM)
H 0.748062 -3.245258 -1.038000
C 0.536120 -2.372310 -0.399122
H 2.401776 -1.837272 0.623087
O 0.197060 -0.050924 0.982964
H -1.130033 2.144007 -0.472797
H -1.440473 0.774160 0.594870
H -2.719590 0.656543 -1.470269
H -0.291417 -1.790125 -0.823947
H -3.516025 2.238575 -1.109906
C 1.734924 -1.479154 -0.169955
H -2.080312 2.397783 0.989290
O 2.018700 0.919269 0.075044
C 1.276233 -0.038192 0.329315
H -3.914277 0.878499 -0.140118
C -1.871358 1.684299 0.180535
H 2.338976 -1.343114 -1.065844
C -3.080915 1.333986 -0.691013
H 0.087311 -2.710357 0.541224

Forces on the atoms, in the same order (eV/Å):
0.0 0.2 0.2
-0.6 -0.3 0.1
-0.1 -0.2 -0.1
0.8 -0.2 0.0
0.3 -0.1 0.2
0.1 0.4 0.0
-0.4 0.1 -0.1
0.3 -0.1 -0.3
0.0 0.1 -0.5
-0.1 1.2 0.3
-0.2 -0.2 -0.2
0.3 0.3 -0.2
-0.4 -1.1 0.3
0.3 -0.3 0.0
-0.6 0.0 -0.2
0.0 0.0 -0.1
-0.1 0.3 0.5
0.3 -0.1 0.0

## Properties
Total charge: -1
Lowest unoccupied orbital energy: 4.022 eV

Energy above the lowest of the compared OMol25 structures with the same formula, charge and spin, respectively: 1.217; 2.508; 4.923; 2.169; 1.312; 0.869; 0.336; 0.347 eV.
Largest force on an atom, respectively: 4.30; 3.48; 3.48; 5.99; 2.71; 0.76; 1.13; 1.22 eV Å⁻¹.